Entry from OMol25: C39H39NO4PPtS2Sb as an isolated structure (the ωB97M-V functional and the def2-TZVPD basis).

## Properties
Total charge ... -2
Kohn-Sham gap ... 4.27 eV
ΔE to the lowest compared entry with this formula, charge and spin ... 0.0000 eV

Element x y z (Å)
Pt1 -0.8149 -0.1303 -0.1872
O1 0.1796 2.4803 -2.0280
S1 0.4585 2.8010 -0.6515
O2 1.5687 3.6967 -0.4121
O3 0.4959 1.6272 0.2589
C1 -1.0050 3.7294 -0.1435
C2 -0.9053 5.1164 -0.1862
C3 -2.0172 5.9154 0.0200
C4 -3.2538 5.3270 0.2502
C5 -3.3508 3.9465 0.3078
C6 -2.2331 3.1257 0.1363
P1 -2.4507 1.3082 0.3380
C7 -3.0269 1.1745 2.0827
C8 -3.2476 2.2252 2.9665
C9 -3.6675 1.9785 4.2686
C10 -3.8820 0.6789 4.7009
C11 -3.6517 -0.3790 3.8297
C12 -3.2128 -0.1345 2.5381
C13 -3.9994 1.0626 -0.6086
C14 -5.2199 0.6969 -0.0573
C15 -6.3144 0.4455 -0.8790
C16 -6.1939 0.5580 -2.2545
C17 -4.9716 0.9186 -2.8115
C18 -3.8805 1.1620 -1.9955
H1 0.0668 5.5452 -0.3904
H2 -1.9216 6.9944 -0.0139
H3 -4.1392 5.9369 0.3852
H4 -4.3171 3.4903 0.4914
H5 -3.0731 3.2476 2.6549
H6 -3.8202 2.8100 4.9467
H7 -4.2113 0.4887 5.7156
H8 -3.7934 -1.4005 4.1608
H9 -2.9931 -0.9597 1.8680
H10 -5.3220 0.5966 1.0159
H11 -7.2608 0.1544 -0.4383
H12 -7.0434 0.3519 -2.8946
H13 -4.8626 0.9882 -3.8869
H14 -2.9153 1.4053 -2.4286
C19 3.1893 0.1442 0.9322
Sb1 3.2312 0.0753 -1.2124
C20 4.1634 -1.8681 -1.3503
C21 5.2050 1.0598 -1.2123
H15 4.0477 -0.4056 1.3279
H16 2.2546 -0.3033 1.2587
H17 3.2362 1.1862 1.2519
H18 4.9645 -1.9386 -0.6108
H19 4.5813 -1.9994 -2.3502
H20 3.4231 -2.6475 -1.1806
H21 5.8520 0.6449 -0.4340
H22 5.0668 2.1276 -1.0285
H23 5.6950 0.9386 -2.1825
C22 -4.8684 -7.9599 0.2587
C23 -5.3735 -8.5827 -1.0162
O4 -5.8209 -9.7053 -1.0650
S2 -5.2427 -7.6680 -2.5360
C24 -4.5163 -6.1240 -2.0587
C25 -5.3323 -5.0287 -1.7891
C26 -4.7742 -3.8274 -1.3872
C27 -3.3865 -3.6911 -1.2404
C28 -2.5713 -4.8012 -1.5320
C29 -3.1318 -5.9940 -1.9449
C30 -2.7800 -2.4791 -0.8176
C31 -2.0184 -1.5623 -0.5663
H24 -5.3018 -8.5064 1.0936
H25 -5.0931 -6.8973 0.3191
H26 -3.7817 -8.0575 0.2905
H27 -6.4070 -5.1265 -1.8891
H28 -5.4048 -2.9704 -1.1842
H29 -1.4960 -4.6966 -1.4394
H30 -2.4906 -6.8367 -2.1755
C32 -0.0904 -1.3391 -3.3498
C33 0.3884 -2.5606 -2.6172
C34 0.5760 -3.7436 -3.3149
C35 1.0401 -4.9101 -2.7085
C36 1.3391 -4.8571 -1.3485
C37 1.1889 -3.6936 -0.6149
C38 1.5241 -3.6570 0.8472
C39 0.7031 -2.4815 -1.2136
N1 0.6652 -1.3650 -0.4656
H31 -0.1183 -1.5320 -4.4268
H32 0.5614 -0.4835 -3.1517
H33 -1.0877 -1.0321 -3.0308
H34 0.3470 -3.7537 -4.3786
H35 1.1742 -5.8219 -3.2793
H36 1.7075 -5.7471 -0.8418
H37 1.9350 -4.6160 1.1778
H38 0.6376 -3.4175 1.4434
H39 2.2434 -2.8629 1.0643

Atoms 1-3, force components in eV/Å:
-0.323 0.337 -0.088
-0.048 -0.003 -0.160
-0.030 -0.089 0.312

Entry from OMol25: C39H39NO4PPtS2Sb as an isolated structure (the ωB97M-V functional and the def2-TZVPD basis).

## Properties
Total charge ... -2
Multiplicity ... 3
Kohn-Sham gap (spin up / spin down) ... 3.09 / 6.07 eV
ΔE to the lowest compared entry with this formula, charge and spin ... 0.0186 eV

Element x y z (Å)
Pt1 0.4599 1.5686 -0.2877
O1 4.4173 2.1926 -0.1492
S1 4.5801 1.1155 -1.1359
O2 5.8724 1.1429 -1.7919
O3 3.4368 0.9626 -2.0162
C1 4.5832 -0.3333 -0.0922
C2 5.8282 -0.8521 0.2391
C3 5.9372 -1.9302 1.0999
C4 4.7892 -2.4933 1.6285
C5 3.5451 -1.9826 1.2868
C6 3.4075 -0.8954 0.4159
P1 1.6746 -0.4293 -0.1169
C7 1.5673 -1.4048 -1.6606
C8 2.1270 -2.6764 -1.7539
C9 2.0088 -3.4171 -2.9207
C10 1.3395 -2.8853 -4.0133
C11 0.7968 -1.6115 -3.9337
C12 0.9096 -0.8734 -2.7650
C13 0.7098 -1.3927 1.1104
C14 -0.0239 -2.5308 0.8003
C15 -0.8217 -3.1353 1.7631
C16 -0.8697 -2.6264 3.0514
C17 -0.1249 -1.4962 3.3728
C18 0.6502 -0.8784 2.4060
H1 6.7013 -0.3870 -0.1981
H2 6.9135 -2.3272 1.3524
H3 4.8468 -3.3404 2.3016
H4 2.6667 -2.4546 1.7006
H5 2.6559 -3.1020 -0.9100
H6 2.4386 -4.4102 -2.9734
H7 1.2410 -3.4635 -4.9245
H8 0.2732 -1.1869 -4.7811
H9 0.4791 0.1156 -2.7009
H10 -0.0392 -2.9141 -0.2113
H11 -1.4364 -3.9817 1.4828
H12 -1.5058 -3.0904 3.7956
H13 -0.1709 -1.0789 4.3721
H14 1.1911 0.0315 2.6458
C19 3.0262 4.7166 -1.4656
Sb1 2.0377 3.6351 0.0731
C20 0.7940 5.3272 0.5610
C21 3.2590 3.9355 1.7935
H15 3.3788 5.6553 -1.0345
H16 2.2972 4.9331 -2.2469
H17 3.8553 4.1506 -1.8730
H18 1.4381 6.1643 0.8403
H19 0.1189 5.0974 1.3856
H20 0.1905 5.6005 -0.3037
H21 3.6361 4.9593 1.7753
H22 4.0853 3.2318 1.7892
H23 2.6446 3.8009 2.6847
C22 -3.4120 -6.1234 0.7714
C23 -4.6850 -6.5769 0.0939
O4 -5.0998 -7.7158 0.1758
S2 -5.5415 -5.3567 -0.8902
C24 -4.5551 -3.9392 -0.8525
C25 -4.7663 -2.9046 0.1134
C26 -3.9357 -1.8222 0.1957
C27 -2.8065 -1.6682 -0.6685
C28 -2.5900 -2.7124 -1.6222
C29 -3.4215 -3.7945 -1.7127
C30 -1.8990 -0.5924 -0.5455
C31 -0.9907 0.2215 -0.4787
H24 -3.0973 -6.9004 1.4663
H25 -3.5636 -5.1682 1.2749
H26 -2.6371 -5.9476 0.0215
H27 -5.6074 -2.9886 0.7950
H28 -4.1257 -1.0547 0.9384
H29 -1.7404 -2.6323 -2.2936
H30 -3.2242 -4.5604 -2.4568
C32 -1.4300 2.2516 2.1894
C33 -2.2257 3.1914 1.3335
C34 -3.3283 3.8179 1.8909
C35 -4.1191 4.7090 1.1739
C36 -3.7955 4.9989 -0.1489
C37 -2.6982 4.4195 -0.7507
C38 -2.3678 4.7283 -2.1805
C39 -1.8661 3.4839 -0.0314
N1 -0.8127 3.0248 -0.7015
H31 -1.9018 2.1550 3.1695
H32 -0.4056 2.6077 2.3353
H33 -1.3560 1.2629 1.7336
H34 -3.5847 3.5919 2.9209
H35 -4.9811 5.1698 1.6419
H36 -4.4088 5.6907 -0.7178
H37 -2.9372 5.5929 -2.5283
H38 -2.5995 3.8740 -2.8208
H39 -1.3003 4.9110 -2.3022

Atoms 1-3, force components in eV/Å:
0.540 -0.105 0.101
-0.056 0.054 -0.224
0.012 0.129 0.070

Entry from OMol25: C39H40AsBIN8PV as an isolated structure (the ωB97M-V functional and the def2-TZVPD basis).

## Properties
Multiplicity ... 2
Kohn-Sham gap (spin up / spin down) ... 6.74 / 6.15 eV
ΔE to the lowest compared entry with this formula, charge and spin ... 0.1464 eV

Element x y z (Å)
V1 0.0646 -0.9025 0.4290
C1 -2.2835 -4.1315 2.2130
C2 -1.1037 -3.3910 2.1248
N1 -1.2261 -2.4215 1.2230
N2 -2.4751 -2.5192 0.7173
C3 -3.1287 -3.5338 1.2994
B1 -2.9913 -1.4902 -0.3164
N3 -2.8783 -0.0732 0.3067
C4 -3.8436 0.8304 0.5322
C5 -3.2680 1.9538 1.0909
C6 -1.9111 1.6334 1.1781
N4 -1.6843 0.4117 0.7041
N5 -2.1122 -1.5423 -1.5873
C7 -2.4583 -1.8034 -2.8551
C8 -1.3269 -1.7121 -3.6431
C9 -0.3081 -1.3855 -2.7452
N6 -0.7895 -1.2817 -1.5097
H1 -2.4911 -4.9762 2.8452
H2 -0.1782 -3.5066 2.6661
H3 -4.1443 -3.7604 1.0238
H4 -4.1363 -1.7258 -0.5959
H5 -4.8664 0.6115 0.2765
H6 -3.7566 2.8629 1.3936
H7 -1.0904 2.2347 1.5378
H8 -3.4792 -2.0351 -3.1080
H9 -1.2522 -1.8670 -4.7048
H10 0.7445 -1.2301 -2.9196
C10 5.4063 2.0054 -3.7252
C11 5.3406 2.6570 -2.5043
C12 4.4510 2.2262 -1.5250
C13 3.6173 1.1371 -1.7616
C14 3.6847 0.4944 -2.9994
C15 4.5759 0.9179 -3.9707
P1 2.3779 0.5181 -0.5658
C16 2.7137 1.5350 0.9220
C17 1.8541 2.6098 1.1585
C18 2.0054 3.4079 2.2854
C19 3.0133 3.1311 3.1984
C20 3.8736 2.0644 2.9716
C21 3.7296 1.2761 1.8386
C22 2.9965 -1.1530 -0.1793
C23 4.3173 -1.5826 -0.2661
C24 4.6275 -2.9010 0.0473
C25 3.6074 -3.7678 0.4209
C26 2.2880 -3.3198 0.4906
C27 1.9259 -1.9935 0.1943
H11 6.0993 2.3418 -4.4853
H12 5.9836 3.5053 -2.3072
H13 4.4081 2.7431 -0.5747
H14 3.0387 -0.3542 -3.1969
H15 4.6209 0.4042 -4.9223
H16 1.0551 2.8078 0.4507
H17 1.3312 4.2383 2.4565
H18 3.1247 3.7379 4.0875
H19 4.6591 1.8457 3.6845
H20 4.4011 0.4421 1.6696
H21 5.1015 -0.9003 -0.5794
H22 5.6507 -3.2508 -0.0093
H23 3.8411 -4.8016 0.6494
H24 1.5189 -4.0352 0.7718
C28 0.3585 2.2881 -3.7732
As1 -0.6706 2.4045 -2.1108
C29 -2.4321 2.0529 -2.8892
C30 -0.8005 4.3921 -1.9463
C31 -1.1949 5.1328 -3.1822
C32 -2.5371 5.3605 -3.4830
C33 -2.9087 6.0167 -4.6476
C34 -1.9419 6.4631 -5.5378
C35 -0.6011 6.2507 -5.2475
C36 -0.2338 5.5960 -4.0810
H25 -0.0256 2.9594 -4.5410
H26 0.2886 1.2595 -4.1289
H27 1.4085 2.5115 -3.5781
H28 -2.6206 2.6665 -3.7698
H29 -3.2028 2.2359 -2.1396
H30 -2.4635 0.9994 -3.1686
H31 0.1767 4.7203 -1.5857
H32 -1.5205 4.5600 -1.1426
H33 -3.2987 5.0229 -2.7894
H34 -3.9574 6.1840 -4.8583
H35 -2.2303 6.9761 -6.4457
H36 0.1629 6.6012 -5.9296
H37 0.8159 5.4394 -3.8591
I1 1.0330 1.1215 6.3849
C37 1.1728 0.1046 4.6027
C38 2.1252 -0.8169 4.2424
N7 1.8520 -1.1683 2.9776
N8 0.7778 -0.5322 2.4902
C39 0.3438 0.2390 3.4803
H38 2.9588 -1.2285 4.7839
H39 2.3475 -1.7957 2.3527
H40 -0.5347 0.8480 3.3589

Atoms 1-3, force components in eV/Å:
0.134 0.005 -0.301
0.003 -0.055 0.039
0.027 0.036 -0.022

Entry from OMol25: C39H40AsGeNO7Se3TeW as an isolated structure in a non-equilibrium geometry (the ωB97M-V functional and the def2-TZVPD basis).

## Properties
Total charge ... -2
Kohn-Sham gap ... 4.21 eV

Element x y z (Å)
W1 0.8042 0.4547 1.4921
O1 0.9595 -1.8426 1.0274
C1 0.4072 -2.7694 1.5960
C2 -0.6434 -2.6838 2.5717
C3 -1.0420 -3.8485 3.2207
C4 -2.0800 -3.8155 4.1186
C5 -2.7636 -2.6098 4.3857
C6 -2.4047 -1.4677 3.7407
C7 -1.3348 -1.4517 2.7943
O2 -1.0712 -0.3908 2.1509
N1 -2.4843 -5.0358 4.7828
O3 -1.8681 -6.0677 4.5435
O4 -3.4127 -4.9760 5.5809
H1 0.7626 -3.7841 1.3528
H2 -0.5353 -4.7852 3.0227
H3 -3.5775 -2.6121 5.0965
H4 -2.9237 -0.5342 3.9136
Se1 1.6202 -0.1841 3.5741
Se2 0.7261 4.2895 2.6590
Te1 3.1007 3.5249 2.6689
Se3 -0.6449 2.3744 2.4089
C8 0.0380 1.9118 -3.2718
C9 0.5726 2.2597 -1.8821
C10 1.8488 3.0814 -2.0113
O5 -0.4000 2.9809 -1.1508
C11 0.8495 0.9413 -1.1260
O6 1.7711 0.2344 -1.6338
O7 1.4587 1.6970 0.3508
H5 -0.1634 2.8348 -3.8242
H6 -0.8969 1.3514 -3.2184
H7 0.7730 1.3183 -3.8170
H8 1.6356 3.9777 -2.6061
H9 2.6192 2.5014 -2.5201
H10 2.2067 3.3861 -1.0285
H11 -0.4216 3.8880 -1.4696
C12 3.7492 -1.8657 -0.3506
As1 3.3869 -0.2784 0.7233
C13 4.6306 -0.6164 2.1802
C14 4.3100 1.1117 -0.3041
C15 5.7854 1.1333 -0.1001
C16 6.6385 0.3718 -0.9004
C17 8.0090 0.3579 -0.6792
C18 8.5569 1.1155 0.3473
C19 7.7195 1.8916 1.1402
C20 6.3513 1.9016 0.9191
H12 4.8186 -1.9570 -0.5476
H13 3.1828 -1.7566 -1.2729
H14 3.4055 -2.7434 0.1960
H15 5.6313 -0.8449 1.8107
H16 4.2397 -1.4487 2.7641
H17 4.6461 0.2686 2.8171
H18 3.8369 2.0388 0.0262
H19 4.0279 0.9055 -1.3342
H20 6.2157 -0.2122 -1.7106
H21 8.6518 -0.2439 -1.3116
H22 9.6259 1.1062 0.5245
H23 8.1349 2.4929 1.9404
H24 5.6964 2.5082 1.5372
C21 -0.2685 0.1667 -0.4209
Ge1 -2.1720 0.3079 -0.8221
C22 -3.4152 -0.5940 0.4307
C23 -4.2181 0.1296 1.3138
C24 -5.1771 -0.5028 2.0949
C25 -5.3562 -1.8777 2.0078
C26 -4.5553 -2.6151 1.1493
C27 -3.5969 -1.9752 0.3730
C28 -3.1531 1.9584 -1.2785
C29 -3.8147 2.0724 -2.4967
C30 -4.5549 3.2085 -2.8141
C31 -4.6504 4.2502 -1.9064
C32 -3.9867 4.1549 -0.6867
C33 -3.2421 3.0268 -0.3810
C34 -2.3715 -0.8721 -2.4098
C35 -3.6316 -1.3367 -2.7978
C36 -3.7891 -2.1744 -3.8931
C37 -2.6780 -2.5705 -4.6270
C38 -1.4186 -2.1249 -4.2556
C39 -1.2674 -1.2833 -3.1578
H25 -0.1394 -0.8730 -0.7348
H26 -4.0943 1.2020 1.3982
H27 -5.7872 0.0827 2.7733
H28 -6.1058 -2.3723 2.6148
H29 -4.6694 -3.6915 1.0890
H30 -2.9865 -2.5672 -0.3023
H31 -3.7446 1.2755 -3.2280
H32 -5.0526 3.2764 -3.7755
H33 -5.2269 5.1360 -2.1485
H34 -4.0344 4.9716 0.0244
H35 -2.6810 2.9942 0.5468
H36 -4.5061 -1.0438 -2.2251
H37 -4.7775 -2.5225 -4.1719
H38 -2.7956 -3.2275 -5.4814
H39 -0.5462 -2.4311 -4.8215
H40 -0.2713 -0.9434 -2.8873

Atoms 1-3, force components in eV/Å:
-0.995 0.605 -0.969
0.081 0.353 -0.139
-0.037 -0.356 0.373

Entry from OMol25: C39H40BaCl3F3N6OS as an isolated structure (the ωB97M-V functional and the def2-TZVPD basis).

## Properties
Kohn-Sham gap ... 5.50 eV
ΔE to the lowest compared entry with this formula, charge and spin ... 0.2364 eV

Element x y z (Å)
Ba1 -1.3249 -0.8761 -0.8196
N1 -1.7869 2.8075 1.1616
C1 -2.4763 2.7642 -0.0355
C2 -3.3606 3.8266 -0.2861
C3 -4.0770 3.8430 -1.4565
C4 -3.8992 2.8064 -2.3726
C5 -3.0092 1.8165 -2.0354
N2 -2.3054 1.7686 -0.8954
C6 -0.7923 2.0265 1.7347
C7 -0.1931 2.5442 2.8913
C8 0.7735 1.8089 3.5341
C9 1.1403 0.5720 3.0089
C10 0.5067 0.1535 1.8640
N3 -0.4530 0.8476 1.2272
H1 -2.0015 3.6241 1.7074
H2 -3.4735 4.6181 0.4437
H3 -4.7658 4.6518 -1.6596
H4 -4.4362 2.7710 -3.3085
H5 -2.8366 1.0013 -2.7338
H6 -0.4933 3.5149 3.2653
H7 1.2425 2.1916 4.4306
H8 1.8956 -0.0436 3.4743
H9 0.7729 -0.8031 1.4218
C11 -4.0446 -6.3453 3.2529
C12 -3.2073 -5.5332 2.2959
C13 -1.9825 -6.0178 1.8601
C14 -1.2186 -5.2359 0.9960
C15 0.1442 -5.6922 0.5430
C16 -1.7038 -4.0118 0.5802
C17 -2.9592 -3.4663 0.9766
C18 -3.6800 -4.2960 1.8740
N4 -3.2852 -2.2449 0.4649
C19 -4.5198 -1.4962 0.6814
C20 -5.0073 -1.0452 -0.7088
C21 -5.7369 -2.1601 1.3459
C22 -4.1895 -0.2390 1.5093
H10 -3.5849 -7.3136 3.4505
H11 -5.0441 -6.5190 2.8498
H12 -4.1624 -5.8266 4.2070
H13 -1.6200 -6.9838 2.1931
H14 0.2683 -6.7639 0.7018
H15 0.9270 -5.1787 1.1084
H16 0.3092 -5.4630 -0.5097
H17 -1.0687 -3.4707 -0.1148
H18 -4.6339 -3.9982 2.2695
H19 -5.2770 -1.9170 -1.3060
H20 -4.2180 -0.5104 -1.2429
H21 -5.8687 -0.3751 -0.6441
H22 -6.0026 -3.0943 0.8523
H23 -6.5875 -1.4784 1.2630
H24 -5.5744 -2.3444 2.4059
H25 -3.3690 0.3145 1.0454
H26 -3.8669 -0.5280 2.5114
H27 -5.0464 0.4361 1.5956
F1 1.7604 -2.4407 -2.9649
C23 0.8444 -3.0319 -2.1340
F2 0.9672 -2.0166 -0.9233
F3 -0.3701 -2.4703 -2.6348
Cl1 4.2274 7.6392 -0.3142
C24 4.2581 5.9497 -0.6979
C25 5.2690 5.4438 -1.5006
C26 5.2752 4.0932 -1.7940
C27 4.2949 3.2320 -1.3075
C28 4.3503 1.7675 -1.6743
C29 3.7621 1.4717 -3.0602
N5 2.3155 1.5486 -3.0373
C30 1.5025 2.5628 -3.4795
C31 0.2328 2.1960 -3.1416
N6 0.2532 0.9818 -2.4998
C32 1.5174 0.6241 -2.4685
O1 5.6845 1.2835 -1.6957
C33 6.2102 0.9280 -0.4067
C34 5.3764 -0.1247 0.2688
C35 4.8627 -0.0459 1.5241
Cl2 5.1318 1.2120 2.6639
S1 3.8212 -1.3624 1.9061
C36 4.0896 -2.0612 0.3641
C37 4.9274 -1.3101 -0.3938
C38 3.2999 3.7740 -0.4965
Cl3 2.0448 2.7731 0.1721
C39 3.2726 5.1261 -0.1889
H28 6.0372 6.1002 -1.8839
H29 6.0664 3.6755 -2.4039
H30 3.7560 1.2019 -0.9552
H31 4.0663 0.4594 -3.3279
H32 4.1423 2.1554 -3.8183
H33 1.8951 3.4283 -3.9840
H34 -0.6826 2.7381 -3.3090
H35 1.8946 -0.2939 -2.0451
H36 6.2902 1.8137 0.2316
H37 7.2163 0.5595 -0.6022
H38 3.5890 -2.9797 0.1029
H39 5.2184 -1.5655 -1.4025
H40 2.4932 5.5265 0.4433

Atoms 1-3, force components in eV/Å:
-0.568 -0.046 0.350
-0.013 0.049 0.051
0.033 -0.094 -0.103